# 1
DFT (ωB97M-V with the def2-TZVPD basis set) results for one molecule with the formula C4H6N2O.

Atoms and positions in Å:
C: 0.65403 1.20330 -1.32280
C: 0.63709 0.49239 0.01014
C: 0.56935 -0.88150 -0.05074
C: -0.46855 -1.19851 0.84308
O: -1.17204 -2.34776 0.78400
N: -0.82886 -0.17179 1.59288
N: -0.14196 0.87193 1.05806
H: 0.34773 2.25189 -1.30441
H: -0.13262 0.64866 -1.84281
H: 1.56843 1.05669 -1.89974
H: 0.97012 -1.44242 -0.87998
H: -1.91217 -2.28764 1.40573
H: -0.10433 1.72887 1.59218

Summary:
Total charge: 0
Energy relative to the best compared isomer or geometry (same formula, charge and spin): 192.37 kJ/mol
SMILES: Cc1cc(O)n[nH]1
Gap between HOMO and LUMO: 9.589 eV
HOMO: -8.65 eV

=====

# 2
DFT (ωB97M-V with the def2-TZVPD basis set) results for C14H41CuNO10P as an isolated structure in a non-equilibrium geometry.

Atoms and positions in Å:
Cu: -0.54272 -0.15926 0.18719
P: -2.04068 -1.81430 -1.35665
O: -2.92281 -1.85302 -2.57829
O: -1.92205 -3.13724 -0.58135
O: -2.59356 -0.74893 -0.31222
O: -0.59398 -1.28094 -1.72844
C: 0.85397 3.28259 -2.70777
C: -0.36324 2.52901 -2.22198
O: -0.02344 1.29818 -1.60546
H: 1.48814 3.59983 -1.87374
H: 0.53999 4.18598 -3.24339
H: 1.48827 2.67405 -3.35653
H: -1.03802 2.32740 -3.05986
H: -0.93936 3.13453 -1.51338
H: -0.39661 0.48288 -2.04944
C: 3.35589 -1.44866 -2.19454
C: 2.54633 -2.34041 -1.27689
O: 1.46686 -2.93075 -1.95824
H: 2.83009 -0.52919 -2.45959
H: 3.60855 -1.97155 -3.12410
H: 4.33459 -1.18452 -1.76284
H: 2.14726 -1.76089 -0.42414
H: 3.19209 -3.11920 -0.84974
H: 0.69743 -2.26050 -1.96913
C: -5.05686 2.53626 -2.06765
C: -3.80733 1.66326 -2.08963
O: -3.11568 1.72026 -0.88007
H: -5.50712 2.53202 -3.07333
H: -4.86031 3.56118 -1.74094
H: -5.84732 2.13791 -1.41886
H: -3.21180 1.98737 -2.96984
H: -4.09118 0.62422 -2.31417
H: -2.79354 0.76028 -0.68235
C: -3.11355 -2.03513 3.22714
C: -3.25731 -0.61124 2.72853
O: -4.24280 -0.50261 1.71783
H: -2.34899 -2.15167 4.01412
H: -2.89858 -2.75870 2.44384
H: -4.05539 -2.34151 3.71226
H: -2.30825 -0.21772 2.30998
H: -3.46310 0.07748 3.57293
H: -3.67841 -0.51973 0.87303
C: 1.23737 -3.96317 2.00849
C: -0.03806 -3.14639 2.20308
O: -0.25439 -2.20562 1.18870
H: 2.03481 -3.34141 1.60470
H: 1.05311 -4.83579 1.38168
H: 1.60609 -4.30801 2.98668
H: 0.04487 -2.60182 3.17143
H: -0.93294 -3.74819 2.39217
H: -0.88880 -2.66198 0.49354
C: 3.14648 0.51215 2.56169
C: 2.16192 1.38937 1.82578
C: 2.60832 1.83759 0.45471
O: 3.87162 2.46148 0.65850
C: 4.48516 2.80656 -0.53620
N: 0.80366 0.76418 1.81602
H: 3.11132 -0.51751 2.20443
H: 2.83306 0.47168 3.61463
H: 4.13345 0.96057 2.51811
H: 2.06686 2.33820 2.38645
H: 1.93341 2.62131 0.11077
H: 2.67607 1.01681 -0.25652
H: 5.35614 3.43446 -0.31592
H: 3.81259 3.39043 -1.17431
H: 4.85090 1.92722 -1.06304
H: 0.63782 0.44166 2.76367
H: 0.13367 1.51919 1.65845

Summary:
Total charge: -2
Gap between HOMO and LUMO: 5.367 eV
HOMO: -1.09 eV

=====

# 3
DFT (ωB97M-V with the def2-TZVPD basis set) results for C42H38MgN11OP2 as an isolated structure.

Atoms and positions in Å:
Mg: -0.87917 -0.47242 -0.65505
C: -0.94352 -3.76507 -3.69124
C: -1.06928 -2.53650 -3.02436
N: -0.84064 -2.40913 -1.73534
C: -0.46448 -3.48767 -1.02373
C: -0.33134 -4.75988 -1.59557
C: -0.58181 -4.87447 -2.97425
C: 0.03092 -5.87458 -0.76851
C: 0.23227 -5.71169 0.55627
C: 0.10733 -4.42145 1.17104
C: 0.28796 -4.21199 2.55047
C: 0.13567 -2.95277 3.06142
C: -0.17611 -1.89672 2.18755
N: -0.31757 -2.06076 0.89111
C: -0.21232 -3.30533 0.38702
H: -1.14143 -3.81710 -4.75255
H: -1.36294 -1.63314 -3.54777
H: -0.48567 -5.84227 -3.45277
H: 0.12966 -6.84947 -1.23051
H: 0.49352 -6.55471 1.18489
H: 0.53214 -5.05251 3.18983
H: 0.25053 -2.74855 4.11686
H: -0.29760 -0.89352 2.56478
N: -4.34861 0.02743 -1.24142
C: -3.47102 0.47858 -2.20356
N: -3.87594 1.07549 -3.31556
N: -2.73422 1.33910 -3.98128
N: -1.71411 0.93206 -3.30982
N: -2.14394 0.36791 -2.15017
C: -3.98960 -0.29369 0.05083
N: -4.88066 -0.44238 1.02221
N: -4.14191 -0.75920 2.09841
N: -2.89189 -0.80362 1.79037
N: -2.74655 -0.51186 0.47331
H: -5.30523 0.31348 -1.36131
C: 1.51031 3.25071 1.46222
C: 2.37192 2.56605 2.53126
P: 2.31607 0.73933 2.31808
C: 3.60336 0.39353 1.05615
C: 4.70836 1.20512 0.81888
C: 5.67055 0.83818 -0.11355
C: 5.54076 -0.35422 -0.80835
C: 4.44161 -1.17012 -0.57918
C: 3.47194 -0.79278 0.33606
C: 3.24764 0.14897 3.79306
C: 3.41226 -1.23204 3.91872
C: 4.09260 -1.77707 4.99500
C: 4.61255 -0.94981 5.98224
C: 4.44828 0.42230 5.87624
C: 3.77438 0.96706 4.78952
C: -0.00229 3.10275 1.73389
P: -0.88865 2.53324 0.21469
C: -2.63320 2.87835 0.60819
C: -3.50019 3.20812 -0.43485
C: -4.86142 3.33262 -0.20548
C: -5.37774 3.11297 1.06409
C: -4.52582 2.77031 2.10312
C: -3.16178 2.65742 1.87824
C: -0.46456 3.93320 -0.88070
C: 0.31455 3.66679 -2.00161
C: 0.71740 4.70187 -2.83778
C: 0.33624 6.00519 -2.56152
C: -0.45562 6.27692 -1.45062
C: -0.85483 5.24559 -0.61674
H: 1.77301 2.85523 0.47552
H: 1.76134 4.31291 1.43096
H: 1.94423 2.78017 3.51651
H: 3.39015 2.95894 2.54313
H: 4.83645 2.13093 1.36467
H: 6.52010 1.48548 -0.29405
H: 6.28612 -0.64001 -1.54059
H: 4.31983 -2.08846 -1.13997
H: 2.57909 -1.39064 0.45883
H: 3.00364 -1.88590 3.15554
H: 4.21413 -2.85115 5.06660
H: 5.14086 -1.37375 6.82688
H: 4.84929 1.07772 6.63986
H: 3.66793 2.04227 4.72725
H: -0.42718 4.05421 2.06691
H: -0.18068 2.37648 2.53053
H: -3.11393 3.34965 -1.43862
H: -5.51928 3.57659 -1.03102
H: -6.44456 3.17725 1.23658
H: -4.92484 2.55418 3.08560
H: -2.51665 2.35681 2.69480
H: 0.58602 2.64157 -2.22784
H: 1.31694 4.48130 -3.71191
H: 0.64342 6.81149 -3.21650
H: -0.76755 7.29304 -1.24111
H: -1.48799 5.45447 0.23860
C: 1.62830 0.12106 -2.15610
O: 0.98852 -0.10373 -0.95499
H: 1.91102 -0.81894 -2.67895
H: 2.57982 0.67082 -2.01762
H: 1.02764 0.69086 -2.88533

Summary:
Total charge: -1
Energy relative to the best compared isomer or geometry (same formula, charge and spin): 34.47 kJ/mol
Gap between HOMO and LUMO: 6.712 eV
HOMO: -4.79 eV

=====

# 4
DFT (ωB97M-V with the def2-TZVPD basis set) results for C33H46N6Sm as an isolated structure in a non-equilibrium geometry.

Atoms and positions in Å:
Sm: -0.13740 0.52607 -0.49592
N: 2.72616 4.33929 -1.57485
N: -1.13659 -0.10570 -2.79053
C: -1.72338 0.37664 1.90852
C: -1.80858 1.65400 1.25300
C: -0.62601 2.39687 1.59000
C: -0.26664 3.76685 1.26128
H: -1.05866 4.29442 0.72575
H: 0.61022 3.75419 0.34955
H: 0.16388 4.32969 2.09366
C: 0.15066 1.56828 2.43782
C: 1.31722 1.99865 3.21215
H: 1.40876 1.38789 4.12218
H: 1.32765 3.06168 3.50579
H: 2.22968 1.79240 2.64307
C: -0.48529 0.32246 2.60087
C: 0.00143 -0.72175 3.53286
H: 1.02966 -1.02011 3.28246
H: -0.61551 -1.62535 3.49542
H: 0.02171 -0.37767 4.58140
C: -2.98796 2.14846 0.49696
H: -3.74242 2.60212 1.16523
H: -3.49943 1.32975 -0.03583
H: -2.71090 2.90205 -0.25423
C: -2.83007 -0.61526 2.01753
H: -2.45189 -1.64602 2.09005
H: -3.49045 -0.58972 1.13899
H: -3.48393 -0.45520 2.89770
C: 3.94007 3.89996 -1.79799
H: 4.71124 4.56770 -1.46027
C: 4.26713 2.65648 -2.38874
H: 5.33271 2.50120 -2.61079
C: 3.21491 1.80685 -2.75291
H: 3.48486 0.84071 -3.21695
C: 1.88694 2.21472 -2.47242
H: 1.06173 1.62694 -2.91253
C: 1.74900 3.42206 -1.66448
C: 0.62867 3.97375 -0.99133
H: -0.14832 3.09674 -1.68172
C: -1.59840 -0.98419 -1.92686
C: -2.12388 0.30436 -3.74131
H: -2.05685 1.16752 -4.40508
C: -3.09762 -0.67646 -3.65090
H: -3.91376 -0.86745 -4.34087
N: -2.72370 -1.49320 -2.55113
C: -3.48885 -2.31246 -1.74569
C: -4.84156 -2.01704 -1.58625
C: -5.60883 -2.92071 -0.82517
H: -6.70031 -2.80427 -0.83732
C: -4.98115 -3.94535 -0.10574
C: -5.77665 -4.94231 0.63035
H: -5.21374 -5.33415 1.46271
H: -6.03207 -5.77658 -0.01158
H: -6.69709 -4.51804 0.99726
C: -3.58175 -4.04780 -0.08861
H: -3.08342 -4.84084 0.48405
C: -2.80069 -3.17993 -0.86585
C: -1.29644 -3.17502 -0.73671
H: -0.78103 -2.63978 -1.58915
H: -0.88746 -4.19930 -0.74037
H: -0.93229 -2.70261 0.20918
C: -5.40862 -0.71669 -2.11420
H: -5.35568 -0.61951 -3.21447
H: -4.90777 0.18087 -1.67660
H: -6.48098 -0.64593 -1.87339
C: 4.20028 -1.66324 -1.39636
N: 4.44146 -0.98019 -0.13113
C: 5.72423 -0.27109 -0.15125
C: 3.39272 -0.43458 0.55040
N: 2.15113 -0.47060 0.03558
N: 3.68593 0.26402 1.74205
C: 4.59583 -0.31741 2.77014
C: 4.08679 1.65244 1.44286
H: 5.15073 -2.11083 -1.69543
H: 3.90571 -0.94125 -2.17740
H: 3.45132 -2.45727 -1.30688
H: 5.59967 0.73880 -0.58027
H: 6.18682 -0.20566 0.83539
H: 6.41127 -0.80654 -0.80767
H: 2.20284 -0.96683 -0.86558
H: 5.65690 -0.14550 2.53081
H: 4.41923 0.19022 3.73087
H: 4.44307 -1.39115 2.93597
H: 3.30105 2.17955 0.87854
H: 4.30761 2.17947 2.37927
H: 4.99513 1.66246 0.82300

Summary:
Total charge: -1
2S+1: 6
Gap between HOMO and LUMO (alpha / beta): 3.308 / 3.335 eV
HOMO (alpha / beta): -1.09 / -1.12 eV

=====

# 5
DFT (ωB97M-V with the def2-TZVPD basis set) results for C4H11O3Ru as an isolated structure in a non-equilibrium geometry.

Atoms and positions in Å:
C: -2.73570 1.39752 0.01280
O: -0.38349 0.63351 0.05557
C: -0.28701 -0.73892 0.26282
C: 1.01859 -1.28864 -0.28251
O: 2.06005 -0.46515 0.22516
C: 3.35890 -0.87443 -0.14830
Ru: 1.33919 1.63926 0.23261
H: -2.20679 2.26887 -0.40420
H: -2.81798 0.58823 -0.72588
H: -2.59256 1.15970 1.07998
H: -1.10600 -1.30865 -0.22031
H: -0.35386 -0.98700 1.34298
H: 1.03138 -1.24946 -1.38644
H: 1.17761 -2.33339 0.03353
H: 4.06338 -0.12925 0.24062
H: 3.58918 -1.86015 0.28416
H: 3.45289 -0.92634 -1.24499
O: -4.26229 1.88581 -0.00375
H: -4.34549 2.58849 0.64616

Summary:
Total charge: 0
Energy relative to the best compared isomer or geometry (same formula, charge and spin): 0.00 kJ/mol
2S+1: 6
Gap between HOMO and LUMO (alpha / beta): 7.227 / 8.359 eV
HOMO (alpha / beta): -6.55 / -9.09 eV

=====

no.,molecular weight (g/mol)
1,98.1
2,478.0
3,799.1
4,677.1
5,208.2